Formula: C20H18N3O5RuS3
Source: OMol25
Level of theory: wB97M-V/def2-TZVPD

Atoms and positions in Å:
Ru (-0.63598, 0.26284, -0.78556)
O (-0.33590, 4.15629, -3.77276)
C (-0.10435, 3.23941, -2.85174)
O (-0.30068, 3.40498, -1.67480)
C (0.41946, 1.96162, -3.45994)
C (0.96142, 2.01880, -4.74227)
C (1.53353, 0.89057, -5.29196)
C (1.55813, -0.26183, -4.52591)
C (0.98641, -0.24346, -3.26650)
N (0.39884, 0.84324, -2.72859)
C (0.98541, -1.44493, -2.38529)
O (1.62081, -2.53983, -2.69626)
O (0.38495, -1.42496, -1.31620)
H (-0.64200, 4.97539, -3.34797)
H (0.93046, 2.94904, -5.28849)
H (1.95611, 0.90806, -6.28674)
H (2.01119, -1.15568, -4.93365)
H (2.08055, -2.51003, -3.54599)
S (-2.49879, -0.77237, -1.78931)
C (-2.58828, -1.36159, -0.16432)
N (-1.67114, -0.79393, 0.59140)
C (-1.79420, -1.12258, 1.93595)
C (-1.07448, -0.59736, 3.00556)
C (-1.37603, -1.05025, 4.27386)
C (-2.37757, -2.00522, 4.48321)
C (-3.11882, -2.50559, 3.43109)
C (-2.82484, -2.04425, 2.15209)
S (-3.64930, -2.42381, 0.65769)
H (-0.33069, 0.16912, 2.83670)
H (-0.84127, -0.65075, 5.12494)
H (-2.59185, -2.34049, 5.48848)
H (-3.91236, -3.22049, 3.60004)
C (-3.11507, 1.99857, 0.08679)
O (-1.67374, 1.89138, -0.07244)
H (-3.60085, 2.05259, -0.88414)
H (-3.31532, 2.89146, 0.67434)
H (-3.45994, 1.12447, 0.62773)
H (-1.31118, 2.70036, -0.48354)
S (1.32609, 1.17036, 0.29209)
C (2.06835, 0.06086, 1.38719)
N (3.08717, 0.56914, 2.12413)
C (3.81292, -0.13300, 3.02267)
C (3.53432, -1.44963, 3.23911)
C (2.49029, -2.02713, 2.50681)
C (1.76987, -1.29050, 1.59371)
H (3.30682, 1.54891, 1.98553)
H (4.59409, 0.41177, 3.53220)
H (4.10985, -2.01578, 3.95508)
H (2.24431, -3.07021, 2.65834)
H (0.97323, -1.74359, 1.02765)

As for the spin multiplicity: 2. Its HOMO energy (alpha / beta) is -13.5768 / -13.6682 eV. The HOMO-LUMO gap (alpha / beta) comes out at 6.79 / 6.38 eV. Its max |F| is 0.0080 Eh/bohr. The LUMO energy (alpha / beta) is -6.8 / -7.3 eV. Its net charge is +2. The energy relative to the best compared isomer or geometry (same formula, charge and spin) comes out at 18.8 kJ/mol.